1.
ORCA calculation (ωB97M-V with the def2-TZVPD basis set) on C42H47BCl2F4HoN3O2SSi4 as an isolated structure at a distorted geometry.

## Properties
Electronic energy in eV: -157637.213
2S+1: 5
Highest occupied orbital energy (spin up / spin down) in eV: -2.7 / -2.7
Max |F| in eV/Å: 5.2
Charge: -2
Energy above the lowest of the compared OMol25 structures with the same formula, charge and spin in kJ/mol: 0.0

Last column: Löwdin charge in e.
Positions of all 107 atoms, in Å:
Ho1 -2.6710 -16.4739 10.9151  1.415
Cl1 -0.2559 -12.0879 12.4091  0.714
C1 0.0081 -13.6512 13.0476  -0.593
C2 1.0329 -13.8301 13.9730  -0.132
C3 1.2776 -15.0405 14.5948  -0.657
Cl2 2.6258 -15.2318 15.6083  0.677
C4 0.4382 -16.1554 14.3108  -0.171
C5 0.6966 -17.4693 14.7573  -0.012
C6 -0.0369 -18.5442 14.2721  -0.045
C7 -0.9956 -18.3170 13.3105  -0.096
N1 -1.2913 -17.0651 12.8681  0.047
C8 -0.5596 -16.0070 13.3242  -0.158
C9 -0.8030 -14.7529 12.6861  -0.366
O1 -1.6756 -14.6831 11.7232  -0.272
H1 1.6949 -13.0141 14.2096  0.092
H2 1.4417 -17.6508 15.5156  0.081
H3 0.1584 -19.5345 14.6349  0.097
H4 -1.6250 -19.1141 12.9191  0.101
C10 -0.6188 -19.1873 8.9702  -0.175
Si1 -1.6601 -18.1758 7.7954  0.390
C11 -1.8841 -19.3470 6.3507  -0.207
C12 -0.6733 -16.8025 7.0038  -0.167
C13 -3.3468 -17.6418 8.6013  -0.500
Si2 -4.4395 -19.1691 8.6080  0.339
C14 -5.0745 -19.9767 7.0048  -0.196
C15 -6.1282 -18.8988 9.3552  -0.183
C16 -3.5639 -20.5757 9.4879  -0.174
Si3 -4.3070 -16.3810 7.6019  0.409
C17 -4.2118 -16.5360 5.7346  -0.187
C18 -6.1193 -16.0372 7.9551  -0.176
C19 -3.4490 -14.7086 7.9278  -0.318
C20 -3.6264 -13.6974 6.9959  -0.090
C21 -2.9459 -12.4945 7.1781  -0.086
C22 -2.1280 -12.3387 8.2979  -0.047
C23 -2.0452 -13.4036 9.2348  -0.096
N2 -2.6886 -14.5837 9.0295  -0.004
H5 0.4043 -18.8737 8.8784  0.022
H6 -0.7279 -20.2569 8.7560  0.028
H7 -0.9068 -19.0100 10.0057  0.017
H8 -0.8772 -19.5579 5.9714  0.031
H9 -2.4652 -18.8865 5.5142  0.034
H10 -2.3381 -20.2890 6.6172  -0.006
H11 0.3560 -17.0897 6.8907  0.024
H12 -0.6789 -15.8843 7.6042  0.029
H13 -1.0792 -16.5513 6.0163  0.023
H14 -5.6516 -19.2815 6.3694  0.022
H15 -5.7205 -20.8129 7.3356  0.033
H16 -4.2670 -20.3597 6.3846  -0.008
H17 -6.8469 -18.7010 8.5398  0.029
H18 -6.1383 -18.0784 10.0543  0.007
H19 -6.4693 -19.8149 9.8156  0.020
H20 -2.7686 -21.0002 8.8658  0.013
H21 -4.2232 -21.4198 9.7205  0.026
H22 -3.0959 -20.2370 10.4111  0.021
H23 -4.3205 -17.5750 5.4461  0.001
H24 -3.1877 -16.2656 5.4520  0.020
H25 -4.9568 -15.9682 5.1582  0.031
H26 -6.7555 -16.7748 7.4556  0.022
H27 -6.4072 -15.0134 7.6484  0.039
H28 -6.3495 -16.1036 9.0184  0.009
H29 -4.2656 -13.8609 6.1339  0.091
H30 -3.0625 -11.7035 6.4348  0.093
H31 -1.5620 -11.4229 8.4837  0.097
H32 -1.3488 -13.3508 10.0540  0.060
F1 0.6571 -14.7437 9.8914  0.167
B1 0.8962 -16.0816 10.0740  -1.256
F2 -0.5079 -16.6544 10.0803  -0.091
F3 1.3919 -16.3929 11.3264  0.171
F4 1.4899 -16.7331 9.0540  0.181
O2 -3.9265 -17.8215 12.0327  -0.474
Si4 -4.7722 -18.6960 13.1073  0.458
C24 -4.3405 -18.2982 14.8838  -0.216
C25 -4.7910 -19.2039 15.8413  -0.124
C26 -4.5336 -18.9881 17.1747  -0.103
C27 -3.8338 -17.8307 17.5865  -0.093
C28 -3.5061 -16.8623 16.6214  -0.079
C29 -3.7381 -17.1098 15.2768  -0.083
C30 -4.5448 -20.5589 13.0625  -0.223
C31 -3.5225 -21.1271 13.8279  -0.104
C32 -3.3552 -22.5215 13.9090  -0.077
C33 -4.2815 -23.3684 13.2509  -0.101
C34 -5.3217 -22.7931 12.5180  -0.102
C35 -5.4292 -21.4145 12.3924  -0.115
C36 -6.6091 -18.4062 12.9447  -0.212
C37 -7.0823 -17.1497 12.5301  -0.089
C38 -8.4559 -16.8954 12.4374  -0.078
C39 -9.3672 -17.8814 12.8503  -0.106
C40 -8.8762 -19.0881 13.3690  -0.107
C41 -7.5134 -19.3490 13.4180  -0.118
H33 -5.4087 -20.0364 15.5228  0.098
H34 -4.9152 -19.6927 17.9011  0.085
H35 -3.6078 -17.6793 18.6221  0.076
H36 -3.0679 -15.9091 16.9388  0.104
H37 -3.3908 -16.3882 14.5268  0.060
H38 -2.8683 -20.5143 14.4076  0.084
H39 -2.5177 -22.9643 14.4435  0.089
H40 -4.1611 -24.4626 13.3211  0.093
H41 -6.0179 -23.4278 11.9808  0.093
H42 -6.2381 -20.9640 11.8251  0.089
H43 -6.3643 -16.4061 12.1951  -0.003
H44 -8.8216 -15.9369 12.0660  0.098
H45 -10.4463 -17.7397 12.7323  0.088
H46 -9.5719 -19.8279 13.7471  0.086
H47 -7.1904 -20.3012 13.8238  0.089
S1 -4.9604 -14.5873 11.4877  0.550
C42 -4.2612 -14.3647 12.9445  -0.927
N3 -3.7664 -14.1939 14.0296  0.041

Atomic forces in eV per Å
-0.710 0.195 -0.896
-0.142 0.326 -0.398
-0.497 -1.623 0.583
0.482 -0.639 0.647
-1.589 0.413 -1.074
0.932 -0.031 0.819
0.891 -0.409 -0.304
-0.773 -0.401 -0.004
0.947 0.918 0.566
-1.419 2.077 -0.852
1.124 -1.269 0.602
-0.133 -0.755 0.266
-0.428 1.450 -1.374
0.681 0.068 1.196
0.052 0.262 -0.044
0.186 0.094 0.013
0.030 -0.335 0.044
0.153 0.145 -0.074
-0.403 -0.304 0.282
-1.559 0.490 0.418
-0.074 0.336 -1.089
-0.533 0.860 0.130
-0.161 -0.416 -1.188
0.418 0.353 0.248
0.164 0.073 -0.378
-0.350 0.235 -0.444
0.156 -0.547 -0.059
1.099 0.001 0.800
0.195 -0.133 -0.401
-0.385 0.080 0.303
-0.449 -0.648 -0.030
0.597 0.784 0.337
-0.070 0.004 0.044
-0.261 -0.814 0.602
-0.193 -0.004 -1.825
0.554 1.204 0.206
0.608 -0.003 -0.041
0.145 0.163 0.046
0.031 -0.159 0.079
0.010 -0.036 -0.065
0.371 -0.377 0.580
-0.078 -0.304 0.064
0.528 -0.219 -0.102
0.020 -0.162 -0.102
0.024 -0.082 0.070
0.003 -0.256 0.329
0.165 0.324 -0.265
-0.147 -0.222 -0.081
0.241 0.096 0.358
-0.212 0.115 0.417
-0.111 -0.293 0.424
-0.021 0.133 -0.014
-0.105 0.159 0.074
-0.042 0.014 0.141
-0.147 -0.323 -0.051
-0.222 0.169 -0.225
0.280 0.078 0.190
-0.038 0.190 -0.070
0.218 -0.459 -0.123
0.028 0.012 0.108
0.098 0.041 0.075
0.143 -0.052 0.236
-0.185 -0.314 -0.096
-0.274 -0.038 0.290
0.746 0.510 -0.219
-1.809 -0.146 0.896
-0.530 -0.263 0.178
0.557 0.090 -0.068
1.155 -0.157 -0.700
-0.443 -0.844 0.576
0.701 1.117 -0.960
-0.250 0.048 -0.436
-0.185 0.470 0.075
0.388 0.613 0.690
-0.635 -0.197 -1.381
0.187 -0.157 1.009
0.534 -0.007 -0.313
0.070 -0.357 -0.025
-0.215 -1.503 -0.365
-0.845 -0.128 -0.754
0.654 0.471 0.430
0.273 -0.290 -0.220
0.334 0.151 0.385
0.054 0.413 0.332
-0.467 -0.485 -0.376
-0.062 -0.424 0.339
0.473 -0.104 -0.133
-0.441 0.375 -0.102
-0.678 0.274 -0.047
0.190 -0.179 0.157
0.131 -0.065 0.206
0.039 0.136 0.429
-0.040 -0.392 -0.203
-0.364 -0.273 0.419
0.386 0.444 0.196
-0.162 0.159 0.060
-0.154 0.643 -0.089
-0.042 -0.045 0.089
0.102 -0.238 -0.098
-0.175 -0.032 0.109
0.165 -0.221 0.045
0.368 0.061 0.176
-0.076 -0.055 -0.071
0.064 0.081 -0.034
-0.126 -0.080 -1.236
1.944 0.861 4.780
-1.681 -0.508 -3.665


2.
ORCA calculation (ωB97M-V with the def2-TZVPD basis set) on a 6-piece molecular cluster, C42H47Br2ClF40N3O6S2 overall at a distorted geometry.

## Properties
Electronic energy in eV: -344040.565
Highest occupied orbital energy in eV: -11.8
Max |F| in eV/Å: 2.6
Charge: +1

Last column: Löwdin charge in e.
Positions of all 143 atoms, in Å:
C1 4.2309 5.6371 2.3790  -0.060
N1 3.7635 4.7934 1.2505  -0.069
C2 2.4611 4.2270 1.4419  -0.156
N2 2.3127 2.7587 0.9381  -0.095
C3 2.4280 2.8847 -0.5731  -0.047
C4 3.7120 2.3907 -1.2424  -0.240
C5 3.6937 1.1802 -1.8712  -0.115
C6 4.7788 0.7016 -2.5039  -0.066
C7 5.9424 1.4193 -2.5322  -0.024
C8 5.9723 2.6473 -1.9395  -0.270
C9 7.2412 3.4740 -1.9679  -0.025
C10 4.8675 3.1203 -1.3101  -0.021
C11 3.4351 2.0153 1.5938  -0.508
S1 3.5048 0.2380 1.1902  0.786
C12 3.3797 2.1823 3.1710  -0.702
Cl1 4.3066 0.9272 4.0372  0.689
O1 2.1095 2.2886 3.7216  -0.150
C13 0.9491 1.9491 2.9795  -0.721
N3 -0.0972 2.6956 3.6995  0.065
S2 0.6095 0.1344 3.1803  0.855
C14 0.9271 2.4150 1.4886  -0.217
C15 -0.0620 1.7121 0.5257  -0.644
Br1 0.4870 0.0369 -0.3012  0.922
C16 -1.5154 1.6393 1.0737  -0.712
C17 -2.2846 0.3381 0.8423  -0.201
Br2 -2.5850 3.0259 0.1569  0.848
H1 4.8469 5.0408 3.0496  0.077
H2 4.7946 6.4775 1.9842  0.093
H3 3.3978 6.0594 2.9510  0.091
H4 3.7240 5.3971 0.4371  0.111
H5 1.7226 4.8428 0.9240  0.154
H6 2.1588 4.3042 2.4858  0.135
H7 2.3700 3.9207 -0.8992  0.139
H8 1.6693 2.3588 -1.1468  0.096
H9 2.7868 0.5884 -1.8484  0.073
H10 4.7116 -0.2712 -2.9760  0.124
H11 6.8160 1.0104 -3.0234  0.127
H12 7.8265 3.1613 -2.8301  0.082
H13 7.8306 3.3021 -1.0651  0.089
H14 6.9699 4.5284 -2.0130  0.081
H15 4.9481 4.1097 -0.8749  0.110
H16 4.4125 2.4051 1.3376  0.115
H17 4.6475 0.1332 0.4893  -0.080
H18 3.9340 3.0869 3.4077  0.086
H19 -0.8289 2.0532 3.9838  0.064
H20 0.3010 3.0473 4.5675  0.103
H21 -0.0169 0.0893 4.3704  -0.092
H22 0.4017 3.3668 1.5918  0.138
H23 -0.1596 2.3916 -0.3142  0.040
H24 -1.6332 1.8540 2.1264  0.054
H25 -3.2686 0.5157 1.2847  0.079
H26 -1.8569 -0.4950 1.3989  0.059
H27 -2.4652 0.1358 -0.2096  0.061
C18 0.7161 -4.6038 -1.7645  -0.031
C19 0.0529 -3.2803 -2.1869  -0.428
C20 -1.0104 -2.6916 -1.2559  -0.355
F1 -2.0779 -3.4968 -1.1161  0.108
F2 -1.4715 -1.5230 -1.7726  0.026
F3 -0.4326 -3.3993 -3.4392  0.142
F4 1.0581 -2.3490 -2.2409  0.061
O2 0.2475 -5.8195 -2.3388  0.018
C21 -0.8469 -6.4650 -1.7607  -0.510
C22 -2.0389 -6.5563 -2.7174  -0.276
F5 -2.4327 -5.3289 -3.1167  0.103
F6 -3.0760 -7.1402 -2.0782  0.110
F7 -1.1721 -5.8813 -0.5886  0.120
F8 -0.4490 -7.7138 -1.4694  0.162
H28 1.7418 -4.5299 -2.1276  0.150
H29 0.7994 -4.6834 -0.6807  0.137
H30 -0.5921 -2.4865 -0.2663  0.117
H31 -1.7756 -7.1452 -3.5975  0.165
C23 1.3520 -8.3526 -6.0926  -0.039
C24 1.3459 -8.7957 -4.6166  -0.426
C25 2.1456 -7.9557 -3.6178  -0.309
F9 3.4643 -7.9456 -3.9017  0.099
F10 2.0165 -8.4804 -2.3777  0.101
F11 1.7098 -10.0913 -4.5396  0.143
F12 0.0414 -8.7281 -4.2042  0.093
O3 2.2300 -9.0129 -6.9942  0.047
C26 3.5400 -8.6055 -7.1621  -0.531
C27 4.5383 -9.6896 -6.7434  -0.284
F13 4.3735 -10.0280 -5.4504  0.102
F14 5.7980 -9.2197 -6.8934  0.100
F15 3.7746 -7.4297 -6.5449  0.144
F16 3.7140 -8.3884 -8.4850  0.146
H32 0.3622 -8.6167 -6.4641  0.149
H33 1.4180 -7.2682 -6.1893  0.146
H34 1.7810 -6.9287 -3.5926  0.151
H35 4.4095 -10.5824 -7.3587  0.177
C28 -4.9147 5.0097 3.2116  -0.034
C29 -5.7142 4.3466 4.3485  -0.437
C30 -6.2628 5.2476 5.4587  -0.304
F17 -5.2791 5.8734 6.1340  0.098
F18 -6.9418 4.4870 6.3468  0.102
F19 -4.9792 3.3397 4.8794  0.124
F20 -6.7997 3.7718 3.7620  0.112
O4 -3.4888 4.9642 3.2762  0.017
C31 -2.7838 5.9240 3.9741  -0.533
C32 -1.9997 5.3224 5.1424  -0.292
F21 -2.8148 4.6983 6.0120  0.108
F22 -1.3527 6.3061 5.8088  0.103
F23 -3.5728 6.9401 4.3596  0.158
F24 -1.8776 6.4483 3.1081  0.130
H36 -5.1471 4.4205 2.3246  0.137
H37 -5.2752 6.0143 2.9920  0.149
H38 -6.9480 5.9946 5.0484  0.176
H39 -1.2700 4.6012 4.7680  0.136
C33 -3.8457 7.8833 -4.0435  -0.034
C34 -3.8217 6.8528 -5.1885  -0.440
C35 -5.1610 6.2868 -5.6693  -0.306
F25 -5.8027 5.6116 -4.6968  0.098
F26 -4.9344 5.4185 -6.6814  0.101
F27 -2.9753 5.8476 -4.8655  0.128
F28 -3.2787 7.4924 -6.2619  0.107
O5 -3.5654 7.4296 -2.7212  0.043
C36 -4.5525 6.9209 -1.9026  -0.533
C37 -4.2961 5.4547 -1.5431  -0.335
F29 -4.2350 4.6832 -2.6432  0.098
F30 -5.3048 4.9864 -0.7674  0.080
F31 -5.7767 7.1080 -2.4267  0.156
F32 -4.5092 7.6282 -0.7477  0.141
H40 -3.0179 8.5570 -4.2610  0.148
H41 -4.7404 8.5049 -4.0741  0.147
H42 -5.8094 7.0860 -6.0391  0.175
H43 -3.3543 5.3573 -0.9990  0.103
C38 -1.3653 -4.6522 5.3544  -0.035
C39 -1.2988 -6.0159 6.0694  -0.442
C40 0.0858 -6.6174 6.3293  -0.308
F33 0.7522 -6.8637 5.1847  0.098
F34 -0.0592 -7.7950 6.9748  0.105
F35 -2.0802 -6.8990 5.4136  0.139
F36 -1.8613 -5.8260 7.2961  0.108
O6 -1.6404 -4.6357 3.9547  0.047
C41 -0.6418 -4.7628 3.0166  -0.521
C42 -0.8076 -6.0262 2.1674  -0.283
F37 -0.7916 -7.1339 2.9277  0.118
F38 0.2271 -6.1254 1.2959  0.085
F39 0.5783 -4.6794 3.5782  0.150
F40 -0.7526 -3.6918 2.1772  0.116
H44 -2.2317 -4.1546 5.7885  0.148
H45 -0.5119 -4.0213 5.6045  0.143
H46 0.6861 -5.9521 6.9570  0.173
H47 -1.7484 -6.0001 1.6159  0.170

Atomic forces in eV per Å
-0.301 -0.334 0.031
-0.317 0.343 -0.011
0.154 1.541 0.255
0.086 1.728 0.645
1.120 -0.412 -2.036
-0.742 0.334 0.995
-1.999 -0.583 0.241
0.704 -1.540 -1.006
0.513 -0.711 -0.469
1.989 0.642 -0.204
-0.500 -0.348 0.046
-0.446 1.462 0.812
0.739 -2.166 1.169
-0.472 -0.360 -0.107
0.302 0.040 -0.514
-0.061 0.246 -0.090
-0.081 0.662 -0.740
-0.606 -0.777 1.794
0.045 -0.177 -0.050
0.206 -0.551 -0.946
-0.770 -0.445 -0.123
-0.046 0.071 -0.016
0.157 0.521 0.269
-0.515 -0.706 -0.247
-0.634 0.483 0.401
0.283 0.076 0.282
0.144 0.176 0.035
0.209 -0.139 0.032
0.032 -0.022 -0.023
0.152 -0.246 -0.039
-0.279 -0.602 -0.319
0.224 -0.583 0.050
-0.389 0.222 0.695
-0.391 -0.104 0.823
0.015 -0.006 -0.028
0.116 0.030 -0.072
0.046 0.092 -0.032
0.170 0.345 0.018
0.026 0.040 -0.042
0.307 0.038 -0.147
-0.169 -0.058 0.100
-0.315 0.517 -0.480
-0.051 0.592 0.081
-0.239 0.118 0.105
-0.094 0.225 -0.091
0.207 -0.032 -0.165
0.263 0.569 0.019
0.268 0.181 -0.040
0.282 -0.145 -0.169
0.389 0.379 -0.061
-0.010 -0.103 -0.035
0.253 -0.044 -0.287
0.324 -0.231 0.009
0.760 -0.276 0.236
-0.230 -0.578 -0.609
-0.360 0.270 0.262
0.102 -0.181 -0.092
0.074 -0.228 -0.310
-0.070 0.084 0.093
0.015 0.075 0.276
-1.036 0.540 0.118
0.969 0.042 0.349
-0.288 -0.089 -0.309
0.117 0.042 0.120
0.140 0.004 0.086
-0.600 0.029 -0.737
-0.263 0.005 -0.091
-0.057 0.063 -0.112
-0.240 0.073 0.043
0.075 -0.104 -0.015
0.077 -0.048 0.072
-0.395 0.301 -0.499
0.348 -0.615 -0.410
0.121 0.168 0.429
0.011 -0.084 -0.282
-0.107 -0.103 -0.110
0.062 0.088 0.100
0.000 0.278 0.023
0.499 -0.151 0.625
-0.759 0.443 -0.188
0.266 -0.315 0.036
-0.107 0.137 0.022
-0.111 0.084 -0.071
0.113 -0.175 0.088
0.112 -0.108 0.059
0.027 -0.113 0.055
0.220 0.016 0.190
-0.075 -0.012 -0.120
-0.053 0.074 -0.070
-0.062 0.107 -0.708
0.581 -0.317 -0.057
-0.401 0.061 0.253
0.171 -0.034 -0.138
0.030 -0.074 -0.127
-0.012 0.097 0.100
-0.110 0.207 -0.015
-0.016 0.043 0.864
-0.685 0.108 -0.796
0.257 -0.109 0.296
-0.102 0.036 -0.088
-0.009 0.037 -0.143
0.147 -0.120 0.174
0.180 -0.099 0.132
0.035 -0.098 0.070
0.018 0.078 0.272
0.043 -0.012 -0.069
-0.063 0.112 -0.135
0.078 0.645 0.128
0.408 -0.238 0.486
-0.224 -0.090 -0.410
0.111 0.073 0.209
0.123 0.083 0.026
-0.139 -0.055 -0.005
-0.211 0.120 -0.045
-0.256 -0.736 -0.129
0.024 0.863 -0.453
0.077 -0.380 0.074
-0.043 0.124 -0.076
0.019 0.190 0.044
0.065 -0.223 0.060
0.024 -0.185 0.056
0.062 -0.106 -0.008
-0.175 -0.237 -0.016
0.044 0.048 0.048
-0.002 0.203 0.022
-0.145 0.632 0.107
-0.438 -0.140 -0.552
0.225 -0.222 0.353
-0.110 0.151 -0.164
-0.124 0.081 0.008
0.162 -0.030 -0.014
0.227 0.139 0.090
0.330 -0.613 -0.120
-0.159 0.467 0.760
-0.065 -0.530 -0.262
0.026 0.162 0.225
0.306 0.266 0.492
-0.003 -0.123 -0.155
0.031 -0.119 -0.122
-0.066 -0.123 -0.036
0.197 -0.222 -0.070
-0.046 0.057 -0.029
0.012 0.166 0.016